Record 1
The following is a quantum chemistry calculation of a structure of composition C30H53AsIrN3O2P2Si in a non-equilibrium geometry, from OMol25.

Atoms and positions in Å:
1 Ir -0.83993 -0.28011 1.00713
2 C -3.19199 -1.15687 3.40892
3 P -2.33464 0.22386 2.64546
4 C -3.65489 1.38744 2.22296
5 C -1.19583 1.00974 3.79758
6 C -1.31049 0.88386 5.17699
7 C -0.41276 1.55173 5.99933
8 C 0.59472 2.32692 5.44653
9 C 0.72588 2.44130 4.06690
10 C -0.16445 1.78511 3.22628
11 P -0.04052 1.86653 1.40357
12 C -0.84618 3.40665 0.89781
13 C 1.70748 2.14864 1.04182
14 H -3.87304 -0.74449 4.15733
15 H -2.50075 -1.85743 3.87035
16 H -3.77947 -1.67254 2.65117
17 H -3.98142 1.87896 3.14196
18 H -4.49668 0.83378 1.80396
19 H -3.33490 2.13438 1.50601
20 H -2.09629 0.28497 5.61976
21 H -0.50427 1.46834 7.07367
22 H 1.28903 2.84651 6.09335
23 H 1.52695 3.04591 3.66237
24 H -0.21334 4.22955 1.23577
25 H -1.82737 3.53504 1.34826
26 H -0.91314 3.44454 -0.18410
27 H 1.97569 3.15083 1.37761
28 H 1.85077 2.09039 -0.03470
29 H 2.34146 1.41263 1.52950
30 O -1.34997 -2.35124 1.41952
31 C -1.08627 -3.20165 0.50489
32 O -0.57666 -2.95217 -0.58483
33 C -1.45855 -4.65334 0.84041
34 N -1.02253 -5.49916 -0.33550
35 C -2.23694 -6.23354 -0.86793
36 C -3.37555 -5.31492 -0.46960
37 C -2.97342 -4.89289 0.94327
38 H -0.91934 -4.96512 1.73279
39 H -0.26461 -6.13953 -0.10668
40 H -0.66671 -4.81788 -1.02930
41 H -2.29077 -7.18483 -0.34098
42 H -2.10496 -6.41465 -1.93098
43 H -4.33259 -5.82968 -0.50409
44 H -3.42714 -4.45583 -1.14166
45 H -3.17239 -5.69977 1.64833
46 H -3.48423 -4.00278 1.30293
47 C 1.43796 4.30881 -2.23781
48 As 0.85936 2.45693 -2.47788
49 C 0.14163 2.61308 -4.28599
50 C 2.60622 1.60806 -2.89468
51 C 3.42548 2.30001 -3.93909
52 C 3.29451 1.96143 -5.28492
53 C 4.03400 2.62114 -6.25482
54 C 4.91932 3.62648 -5.89153
55 C 5.06549 3.96411 -4.55298
56 C 4.32534 3.30377 -3.58473
57 H 1.96905 4.65736 -3.12170
58 H 2.10142 4.39876 -1.37720
59 H 0.56344 4.93947 -2.07503
60 H 0.85439 3.12700 -4.92812
61 H -0.78882 3.17971 -4.25363
62 H -0.06188 1.62747 -4.70373
63 H 2.36951 0.58674 -3.20317
64 H 3.16882 1.54334 -1.95871
65 H 2.61514 1.16893 -5.57891
66 H 3.92648 2.34252 -7.29457
67 H 5.49804 4.13956 -6.64721
68 H 5.76531 4.73609 -4.26250
69 H 4.45642 3.56797 -2.54103
70 C 3.46171 -3.40762 1.69369
71 N 2.88696 -2.25234 2.40456
72 C 3.51145 -1.82693 3.67207
73 C 1.92803 -1.57032 1.88761
74 N 1.11235 -0.89178 1.40700
75 H 3.38825 -4.28976 2.32724
76 H 4.50779 -3.20024 1.47385
77 H 2.92399 -3.56338 0.76215
78 H 3.43054 -2.63703 4.39435
79 H 2.99935 -0.94629 4.05061
80 H 4.55958 -1.59477 3.49057
81 C -2.80172 1.59163 -1.36521
82 Si -2.16522 -0.13633 -1.09851
83 C -1.11719 -0.67241 -2.53019
84 C -3.57808 -1.29933 -0.66613
85 H -3.28063 1.53894 -2.35211
86 H -2.00956 2.32682 -1.43436
87 H -3.56659 1.91248 -0.66380
88 H -1.83341 -1.07060 -3.25944
89 H -0.38315 -1.44267 -2.31888
90 H -0.62276 0.18889 -2.97053
91 H -3.69896 -2.00368 -1.49312
92 H -4.49901 -0.71868 -0.58170
93 H -3.45738 -1.88057 0.24608

Forces on atoms 1 to 3 (eV/Å):
0.3 -0.5 0.9
0.1 0.0 0.1
0.0 0.3 -0.1

Its relative energy (zero: lowest compared OMol25 entry of this formula, charge and spin) is 194.95 kJ/mol. For the frontier orbital gap (spin up / spin down), the calculation gives 4.628 / 3.344 eV. As for the LUMO energy (spin up / spin down): -9.2809 / -10.5637 eV. The calculation puts the HOMO energy (spin up / spin down) at -13.909 / -13.907 eV. The electronic energy comes out at -130646.41379 eV. Its expectation value of S² is 0.76. As for the spin multiplicity: 2. As for the net charge: +3.

Record 2
The following is a quantum chemistry calculation of a structure of composition C35H54BN5O2Sb2Ti in a non-equilibrium geometry, from OMol25.

Atoms and positions in Å:
1 Ti -1.15105 -0.74067 0.39874
2 C -1.28265 -2.73147 3.29294
3 N -1.46465 -3.02987 1.86674
4 C -2.87065 -3.40767 1.68054
5 C -0.66915 -4.21647 1.48194
6 C 0.86005 -4.07717 1.46924
7 N 1.43305 -3.69587 0.18044
8 C 1.42865 -4.80507 -0.76536
9 C 2.80575 -3.25507 0.37074
10 H -1.56415 -3.59057 3.91854
11 H -1.90955 -1.88037 3.57314
12 H -0.24615 -2.48047 3.49754
13 H -3.11205 -4.32807 2.23474
14 H -3.08505 -3.58017 0.62384
15 H -3.52795 -2.62257 2.05494
16 H -1.00185 -4.51037 0.48394
17 H -0.91535 -5.03437 2.18014
18 H 1.28505 -5.04737 1.78144
19 H 1.16915 -3.32577 2.19434
20 H 2.03615 -5.65007 -0.41076
21 H 1.83115 -4.46257 -1.71846
22 H 0.41585 -5.16047 -0.93576
23 H 3.43175 -4.03737 0.82374
24 H 2.82765 -2.38067 1.01454
25 H 3.23045 -2.98677 -0.59106
26 C 3.84075 -1.19847 -2.54566
27 Sb 2.01565 -0.15967 -1.94086
28 C 3.12195 1.63233 -1.45436
29 C 1.62045 0.29843 -4.09466
30 C 1.77125 1.73103 -4.39036
31 C 3.02685 2.22363 -4.74506
32 C 3.24825 3.57493 -4.92766
33 C 2.20365 4.46863 -4.76276
34 C 0.94245 3.99363 -4.45846
35 C 0.70345 2.63363 -4.27486
36 C -0.67635 2.17223 -4.01006
37 Sb -1.12965 1.62233 -1.91196
38 C -0.48715 3.56263 -1.19876
39 C -3.21145 2.17583 -2.35606
40 H 4.39245 -0.59187 -3.25526
41 H 3.58705 -2.14267 -3.01696
42 H 4.47835 -1.39547 -1.69216
43 H 3.56005 2.07613 -2.34296
44 H 3.90695 1.35473 -0.75746
45 H 2.45905 2.34653 -0.97736
46 H 0.62275 -0.07787 -4.30776
47 H 2.34395 -0.29297 -4.64766
48 H 3.84065 1.52473 -4.88666
49 H 4.23045 3.92913 -5.20136
50 H 2.36905 5.52733 -4.88866
51 H 0.11525 4.68603 -4.38236
52 H -0.92365 1.30673 -4.62416
53 H -1.38265 2.97073 -4.23736
54 H -1.23795 4.31543 -1.41996
55 H 0.43415 3.81823 -1.71096
56 H -0.30985 3.52233 -0.12996
57 H -3.32615 3.25383 -2.35066
58 H -3.91815 1.74273 -1.65716
59 H -3.45485 1.80783 -3.34666
60 C -0.90005 -2.06897 -1.19646
61 H 0.04195 -2.60057 -1.04926
62 H -0.88615 -1.60187 -2.18986
63 H -1.70375 -2.81487 -1.19916
64 N -2.72975 2.57773 0.80374
65 C -2.10275 2.52473 2.02064
66 C -2.11225 3.63853 2.87424
67 C -1.46555 3.55663 4.08494
68 C -0.82195 2.36613 4.41694
69 C -0.86455 1.32073 3.51684
70 N -1.48445 1.37763 2.33294
71 H -3.36655 3.34673 0.67094
72 H -3.03325 1.69203 0.42634
73 H -2.63345 4.53523 2.57634
74 H -1.47495 4.38963 4.77114
75 H -0.30955 2.25383 5.35934
76 H -0.40185 0.36993 3.74744
77 C -5.94335 -0.56037 0.37614
78 C -5.16535 -0.83707 -0.74936
79 C -3.79615 -0.77237 -0.67206
80 N -3.12195 -0.48737 0.48124
81 C -3.89735 -0.24677 1.58024
82 C -5.27115 -0.24737 1.55734
83 H -7.01785 -0.56127 0.32864
84 H -5.63435 -1.08587 -1.68726
85 H -3.19235 -0.92717 -1.56386
86 H -3.36045 -0.01367 2.49514
87 H -5.82085 -0.00777 2.45304
88 O 1.56835 0.73163 1.15644
89 B 0.68295 -0.34777 1.33504
90 O 1.12375 -1.06657 2.45124
91 C 2.24035 -0.45917 2.93094
92 C 3.02495 -0.82047 4.00554
93 C 4.10175 0.00433 4.29154
94 C 4.36045 1.13693 3.53104
95 C 3.57395 1.48953 2.44204
96 C 2.50875 0.66373 2.14324
97 H 2.80735 -1.70557 4.58264
98 H 4.74945 -0.24207 5.11874
99 H 5.20635 1.75443 3.79024
100 H 3.78975 2.36963 1.85924

Forces on atoms 1 to 3 (eV/Å):
0.8 -1.5 -1.5
0.2 0.0 0.1
-0.1 0.5 -0.2

Its relative energy (zero: lowest compared OMol25 entry of this formula, charge and spin) is 167.01 kJ/mol. For the frontier orbital gap (spin up / spin down), the calculation gives 6.601 / 6.466 eV. As for the LUMO energy (spin up / spin down): -3.0624 / -3.2472 eV. The calculation puts the HOMO energy (spin up / spin down) at -9.663 / -9.713 eV. The electronic energy comes out at -85577.36550 eV. Its expectation value of S² is 0.76. As for the spin multiplicity: 2. As for the net charge: +1.